83
Properties=species:S:1:pos:R:3 method="wB97M-V/def2-TZVPD" total_charge=0 max_force_ev_per_a=0.505 mol_weight_g_mol=1015.977 homo_energy_ev="-7.5410 / -7.5414" lumo_ev="-0.673 / -0.672"
Ir 2.11190 -0.29391 0.62976
Br 6.85080 3.69977 -2.96734
S 2.87918 -1.67275 -1.00485
S 2.46636 -1.55902 2.56843
S -0.61093 2.29717 0.72414
P 0.44669 -1.83160 2.30593
P -1.00375 0.32902 0.53771
O 1.78227 1.27768 -0.79755
O 4.09756 0.72611 0.36534
N 5.13109 -2.92999 0.22374
N 0.33883 3.07702 -2.53607
N 1.64291 3.87361 -4.16290
C -2.39900 4.62101 -4.49470
C 0.21814 -3.56472 1.85247
C -2.52034 -0.11298 1.42151
C -0.66416 -0.94596 -1.93203
C -1.38823 -0.00447 -1.20943
C 5.24568 2.98036 -2.27682
C 1.60699 3.22377 -3.02810
C -0.40007 -3.88733 0.65148
C -0.20501 -0.46190 4.59153
C 4.21608 -2.41595 -0.25830
C -1.96099 -0.44789 -3.89465
C 5.33065 0.32718 0.98362
C -3.02015 0.68250 2.44467
C -0.94543 -1.15900 -3.27613
C -0.52214 -1.56385 3.79650
C -2.37273 -2.07619 5.24143
C 5.31924 2.11992 -1.18889
C -2.05026 -0.98606 6.03466
C -1.60882 -2.36987 4.12004
C 4.14039 1.59868 -0.69347
C -0.96746 -0.17730 5.71058
C 0.23610 -0.76193 1.01558
C 2.91412 1.92444 -1.27588
C -0.56549 -5.21900 0.29031
C -3.16943 -1.30042 1.08476
C 2.85259 2.78902 -2.35600
C -4.16200 0.28963 3.12955
C -1.57796 5.08557 -5.54007
C -4.31175 -1.68642 1.76597
C -4.80806 -0.88935 2.78984
C 0.67496 -4.57745 2.69481
C 0.50526 -5.90204 2.33540
C -2.41217 0.70554 -1.83579
C -1.88033 3.92771 -3.42164
C 0.32637 4.18183 -4.44367
C -0.50445 3.70493 -3.42696
C -2.70201 0.47923 -3.17008
C -0.21613 4.87859 -5.52610
C 4.04647 3.31929 -2.85646
C -0.11604 -6.22248 1.13245
H 0.64103 0.16163 4.32695
H -1.03758 -5.46914 -0.65086
H -2.78826 -1.91519 0.27749
H -3.46208 4.82084 -4.53190
H -2.97530 1.44050 -1.27079
H -2.51415 1.60602 2.69770
H -0.71852 0.67342 6.33120
H -2.50785 3.58882 -2.60921
H 1.12851 1.86806 -0.29179
H -3.22045 -2.69997 5.49316
H 5.84117 1.20475 1.37993
H -4.54824 0.90887 3.92880
H 0.42456 5.24525 -6.31685
H -3.49525 1.03339 -3.65467
H -2.02957 5.62498 -6.36218
H 0.86662 -6.68814 2.98514
H -0.72809 -3.08994 -0.00427
H -5.70313 -1.18800 3.32060
H -2.17772 -0.61061 -4.94240
H -0.23959 -7.26008 0.85044
H -1.85794 -3.22184 3.49998
H -4.81759 -2.60427 1.49519
H 0.12023 -1.50590 -1.43971
H 6.27434 1.86476 -0.75873
H -0.36590 -1.88087 -3.83725
H 3.99235 3.99068 -3.69939
H 0.04257 2.64039 -1.67410
H 5.95633 -0.20417 0.26797
H 1.17704 -4.32601 3.62205
H -2.64542 -0.76304 6.91108
H 5.05254 -0.34496 1.78810

=====

78
Properties=species:S:1:pos:R:3 method="wB97M-V/def2-TZVPD" total_charge=-1 max_force_ev_per_a=1.656 mol_weight_g_mol=544.407 homo_energy_ev=-2.0144 lumo_ev=2.218
Sn -1.61622 -0.44353 0.61088
F -1.31885 5.48466 5.88707
C 0.32551 0.52740 0.81917
C -3.98959 3.08103 -2.68654
C -2.95805 2.11947 -0.56423
C -0.55767 -0.09860 5.50850
C -3.07290 3.87603 5.99999
C -3.08131 -2.83805 -2.99017
C -5.18548 -0.20268 6.42635
C -6.38009 -0.80535 6.82844
C -4.40723 -3.54323 -3.26677
C -3.97197 -0.50724 7.10900
C 0.38044 -1.71469 3.83496
C -1.31211 2.20100 7.36482
C -0.88842 3.48222 7.07500
C -3.10533 1.13585 0.60918
C -2.18834 -1.69078 2.38160
C -1.71009 -1.48278 -1.29607
C -2.78451 0.27103 7.15060
C -3.05297 -2.14323 -1.61288
C -0.81656 -0.93234 4.32050
C 0.63490 3.69959 3.12756
C -6.36735 -1.86925 7.74940
C 0.49159 1.38262 2.08644
C 0.52849 2.89738 1.83192
C -5.14477 -2.32891 8.27686
C -1.78658 4.28424 6.36050
C -3.97039 -1.67983 7.92901
C -2.58856 1.68030 6.95851
C -1.99998 -0.97223 3.65305
C -4.10836 2.03365 -1.58112
C -3.49487 2.58883 6.35011
H -4.88449 3.06361 -3.31259
H -5.05748 2.16658 -1.04366
H -0.31172 1.16203 2.81004
H 0.43444 1.11629 -0.10101
H 0.11131 3.83054 7.35119
H 0.82073 4.75291 2.90262
H -0.28995 3.63996 3.71105
H -0.90031 -2.22126 -1.24355
H -2.97064 1.64093 1.57385
H -1.44456 -0.72999 -2.04906
H -7.30205 -2.33524 8.08109
H 0.11986 -2.76112 3.62463
H -3.23631 -1.91999 2.15142
H 0.82627 -1.29152 2.91589
H -5.23909 -2.83222 -3.26221
H -0.61443 1.51860 7.87315
H 1.38723 3.11700 1.18178
H -2.00233 1.97331 -1.09908
H 1.42280 1.08634 2.60418
H -2.04691 -0.14392 7.85946
H -3.86564 -1.39739 -1.58407
H -3.12346 2.88340 -3.32563
H -7.34256 -0.45712 6.43122
H -1.54390 -2.56512 2.20471
H 0.51180 0.12967 5.65190
H -4.06836 0.60869 0.60924
H -1.08609 0.84861 5.38405
H 1.16604 -1.69899 4.60575
H 1.45700 3.33620 3.75292
H -3.29473 -2.89474 -0.84369
H -2.91781 3.14699 -0.16124
H -0.37095 3.19977 1.27516
H -2.87953 -0.45745 4.07072
H -5.11785 -3.18854 8.96172
H -4.51382 2.26318 6.16151
H -5.16718 0.48226 5.56984
H -2.25668 -3.56139 -3.03649
H -3.71807 4.54475 5.43064
H 1.04630 -0.29894 0.79943
H -3.00820 -2.03548 8.30738
H -3.88637 4.08605 -2.26556
H -4.13695 1.02543 -2.02209
H -2.88654 -2.08832 -3.76833
H -4.37436 -4.02397 -4.24733
H -4.60447 -4.31374 -2.51505
H -0.88561 -0.62174 6.41827

=====

33
Properties=species:S:1:pos:R:3 method="wB97M-V/def2-TZVPD" total_charge=+1 max_force_ev_per_a=0.649 mol_weight_g_mol=343.083 homo_energy_ev=-11.3561 lumo_ev=-4.050
Ni -0.49355 -0.40996 0.32484
S 0.05684 -1.99319 -1.06578
S 1.90371 -4.29705 -0.35604
O -1.15000 0.87647 -0.95218
N 0.49306 -1.37210 1.58206
N 0.58229 0.90707 -2.44325
N -0.89654 0.73790 1.83846
N 1.21973 -2.48937 1.30884
N -1.20553 2.34329 -2.63661
C -1.68028 1.80908 1.87555
C 1.06621 -2.84839 0.07052
C 1.39248 -4.58127 -2.05890
C -0.58960 1.34194 -1.98243
C 0.51504 -0.89687 2.76504
C -0.43277 0.97591 4.16024
C -0.28717 0.31440 2.96371
C -1.24977 2.10174 4.20045
C 1.25996 1.44601 -3.61292
C -1.88597 2.52089 3.04853
H -2.53206 3.38759 3.04428
H 1.52423 2.49460 -3.47046
H 1.71329 -3.77343 -2.71118
H -1.38668 2.64025 5.12890
H 0.31742 -4.72609 -2.12748
H -2.13669 2.09665 0.93926
H 1.09533 -1.37342 3.54741
H 1.89674 -5.50057 -2.35181
H 0.96447 0.09800 -1.97418
H 2.17726 0.88511 -3.76410
H 0.07485 0.61465 5.04565
H -2.11932 2.61557 -2.32171
H -0.85951 2.71519 -3.50135
H 0.65252 1.33942 -4.51335

=====

45
Properties=species:S:1:pos:R:3 method="wB97M-V/def2-TZVPD" total_charge=+1 max_force_ev_per_a=8.027 mol_weight_g_mol=603.534 homo_energy_ev="-12.5960 / -12.5962" lumo_ev="-5.756 / -5.754"
Ru -0.43005 -0.11120 -0.16136
S -1.04275 -1.73100 -2.81736
S 1.54205 -1.01440 -2.41206
S -0.43995 -1.89570 1.34264
F -0.89255 -3.98450 -4.23576
F -0.35115 -4.21890 -2.14046
F -2.44995 -4.00920 -2.70286
F 3.19925 -2.39680 -0.84636
F 1.09405 -2.89250 -0.55576
F 2.14795 -3.59210 -2.33566
O 1.15935 -0.02350 -1.40776
O -1.30145 -1.44470 -1.40716
O -2.06705 -1.19100 -3.71966
O 2.76045 -0.63770 -3.14326
N -0.76175 0.65390 2.35124
N -0.35235 -1.16810 3.77524
N -1.00085 1.15770 1.06724
N 0.42885 -1.58670 -3.38636
N -0.31215 1.17150 -1.68426
C -0.01955 1.84080 0.57384
C -0.40295 2.75360 -3.49726
C -0.04625 3.53850 -1.25266
C -0.53725 -0.62630 2.52974
C -0.45355 1.46400 -2.98946
C 1.21335 2.25640 1.33324
C 2.00405 -2.52260 -1.49526
C -0.19645 3.80830 -2.61066
C -1.07645 -0.66800 4.92054
C -0.11365 2.21270 -0.84616
C -0.32075 0.46730 5.58894
C -1.19565 -3.55090 -2.97626
H -0.21545 1.32980 4.92424
H 0.95095 -0.11120 1.03594
H -0.61845 0.60500 -3.63306
H 0.92055 2.88080 2.18274
H -0.40455 -2.17320 3.63674
H -1.18995 -1.48380 5.64314
H -0.85215 0.79730 6.48744
H 1.74195 1.37200 1.69874
H -0.53225 2.92900 -4.55896
H 1.90025 2.82800 0.70314
H 0.08555 4.33620 -0.53216
H -0.16805 4.83120 -2.97306
H 0.68445 0.14870 5.88454
H -2.08755 -0.34890 4.64184

=====

123
Properties=species:S:1:pos:R:3 method="wB97M-V/def2-TZVPD" total_charge=-2 max_force_ev_per_a=1.566 mol_weight_g_mol=1031.110 homo_energy_ev=-2.5257 lumo_ev=3.678
P -3.03466 -1.65413 0.00711
P -1.79480 -0.62827 -2.52058
Si -0.17173 2.19492 3.02794
Na -0.80039 -0.10476 0.34418
O -2.80461 -0.47302 0.87324
O -0.14760 1.19320 1.83975
O 1.65251 -4.38112 0.62990
O 1.74827 1.08547 -2.14067
O -2.93923 0.07544 -1.85629
N -1.23468 1.82648 -0.73132
N 0.91765 -2.30989 -0.18313
N -0.50937 -1.98603 2.06760
N -0.01918 -0.38044 -2.13550
C -4.06331 -3.00943 2.15378
C -1.98190 2.84846 -0.33713
C -6.78561 -0.49964 -1.06663
C 1.55516 -1.38565 -3.67080
C -1.52441 -2.81766 -4.45236
C -2.40079 -4.29551 1.00292
C -4.22839 -2.70272 -5.05888
C -2.04913 4.45800 3.19557
C -2.44219 1.81603 -3.97651
C 0.94766 -1.43210 -2.42175
C 1.16465 3.53846 2.81201
C 3.32818 4.51502 3.33278
C 2.49865 -2.31120 -4.07705
C -0.91657 4.32258 -1.87954
C -4.44061 4.18666 3.24661
C -2.99381 2.26678 3.23515
C -3.42349 -3.64474 -5.68479
C -3.16466 -3.14004 1.09383
C -0.34764 2.01879 -1.69344
C -1.85408 3.07797 3.20753
C -0.47286 0.70518 6.98038
C -0.73113 1.41107 5.81092
C -1.66397 0.65794 -4.01083
C -1.73291 2.48235 -6.17708
C -5.29998 -2.84108 -1.17897
C -1.82473 -2.11408 -1.23721
C -2.52823 -5.29692 1.95699
C 1.18448 4.24440 1.60560
C -1.08223 -1.70247 3.22957
C 3.32379 5.20531 2.12923
C 2.24486 5.07050 1.26487
C 0.14906 -3.38701 4.37380
C -1.86862 4.11518 -0.88705
C 2.88184 -3.30272 -3.18338
C 0.41465 -2.94220 2.03705
C 1.58731 -0.07914 6.04182
C -0.97498 1.32181 -6.25342
C -6.60733 -2.82749 -1.64322
C -0.97262 0.41709 -5.20057
C 1.08119 -3.27461 0.71557
C 0.15392 1.38879 4.73273
C -3.42384 -5.15635 3.00541
C -4.19933 -4.00765 3.10313
C 2.35642 -3.32202 -1.90751
C -3.67905 -1.81190 -4.14866
C 0.68993 -0.04281 7.10134
C 2.25655 3.69509 3.66611
C 1.31235 0.61859 4.87581
C -7.35094 -1.65710 -1.58803
C -0.79573 -2.37161 4.40873
C 1.40118 -2.37676 -1.46506
C -5.47930 -0.51458 -0.60240
C 0.55258 0.86645 -2.03191
C -0.13288 3.26113 -2.28547
C -4.72944 -1.68319 -0.66544
C -2.48913 2.71106 -5.03743
C -2.06911 -3.69095 -5.38370
C -2.32429 -1.86091 -3.82924
C -4.27100 2.80701 3.25864
C -3.32462 5.01124 3.21557
C 0.76270 -3.67723 3.16840
H 3.61161 -4.04946 -3.47848
H -2.68431 2.63801 0.46035
H -5.13563 2.15279 3.27474
H 1.49975 -4.46185 3.06950
H 2.00105 0.55989 4.03826
H 2.24486 5.59236 0.31451
H -3.84949 -4.34224 -6.39724
H -1.64545 1.99087 5.73301
H 0.88171 -0.61528 8.00206
H -8.37154 -1.64790 -1.95371
H -0.79072 5.30374 -2.32207
H -2.14202 -3.06065 -1.67993
H 0.63008 3.37023 -3.04390
H 4.17739 4.60381 4.00191
H -1.42846 -4.41608 -5.87351
H -0.47311 -2.88748 -4.19963
H 1.29315 -0.57675 -4.33585
H -0.39440 1.11312 -7.14607
H 2.27141 3.15987 4.60945
H 2.49193 -0.67213 6.11756
H -1.74767 3.18542 -7.00280
H -2.86452 1.18837 3.20206
H 2.67831 -4.06569 -1.19695
H -4.30123 -1.06614 -3.66355
H -5.43678 4.61464 3.25306
H -1.81819 -0.90529 3.20625
H -0.43005 -0.50865 -5.33496
H 0.40011 -3.94009 5.27239
H -5.00162 0.37405 -0.20884
H -5.28907 -2.65835 -5.28008
H -4.71423 -3.75315 -1.21913
H -3.44979 6.08895 3.20313
H -4.89523 -3.89080 3.92611
H -3.51408 -5.93107 3.75838
H -1.68021 -4.41486 0.20221
H -1.29231 -2.09347 5.32886
H -7.04621 -3.73348 -2.04516
H 2.93210 -2.24570 -5.06835
H -1.90799 -6.18275 1.88902
H -7.36629 0.41478 -1.02954
H -2.49698 4.92302 -0.53457
H -0.89702 -2.28629 -0.67036
H -3.02501 2.01562 -3.08481
H -1.18581 5.11569 3.15796
H -1.18533 0.73276 7.79840
H 4.15693 5.84679 1.86439
H -3.12062 3.59136 -4.97265
H 0.35617 4.12262 0.91265
H -4.63815 -2.09215 2.22799

=====

97
Properties=species:S:1:pos:R:3 method="wB97M-V/def2-TZVPD" total_charge=+2 spin_multiplicity=5 max_force_ev_per_a=3.846 mol_weight_g_mol=848.909 homo_energy_ev="-10.7480 / -12.5144" lumo_ev="-4.131 / -7.756"
Pt 0.34991 0.39880 2.55194
P 1.29090 0.68873 -4.06556
P -0.21265 -1.41662 -3.81364
N -0.86852 -1.73029 6.94028
C 0.32765 -3.76010 -5.23811
C 1.20959 0.27749 6.97931
C -0.54391 -2.65159 -5.14562
C 2.15639 2.24683 5.96873
C 3.43251 1.33838 -8.17040
C -2.71034 0.92710 1.51393
C -0.03120 -1.48764 5.78068
C 0.86681 3.23743 -2.94860
C 0.92163 0.66431 4.63122
C -2.35895 1.73017 4.52345
C -1.62128 -2.56837 -6.04835
C -0.53400 2.20754 1.43934
C 2.54488 4.39406 -1.64300
C -0.68765 2.70169 2.75574
C 2.57147 0.25414 -7.96184
C 1.90173 1.48080 7.10232
C 0.14435 -4.72631 -6.22233
C -2.14772 -2.85634 -2.42472
C 0.68483 -0.14616 5.74914
C -1.81375 -3.55735 -7.01796
C 3.42575 3.31616 -1.80135
C -0.41570 1.05308 -4.61653
C -0.99722 -2.37712 0.07594
C 2.21166 0.95569 -5.66154
C 1.27782 4.35433 -2.22218
C -1.92281 2.89920 3.57858
C -2.12688 0.06791 2.63439
C -1.64806 1.59465 0.62159
C -2.27043 0.37409 3.96964
C 1.62459 1.85039 4.74706
C -0.91970 -4.62971 -7.12874
C 3.02787 2.18606 -2.51521
C 1.44209 -1.17245 2.25368
C -1.23806 0.01204 -4.29778
C 1.74292 2.15217 -3.09420
C 3.06289 2.05043 -5.88248
C -1.64091 -0.70733 7.56080
C -2.11414 -3.21282 -0.03625
C -0.94296 -3.03806 7.52825
C 3.67514 2.23644 -7.12793
C -2.70584 -3.42464 -1.28416
C -0.95331 -2.13155 -2.31697
C -0.34312 -1.92293 -1.06402
C 1.99232 0.04508 -6.71236
H -1.72562 1.78683 5.43066
H -2.77845 3.27323 2.98305
H -1.96714 -3.21126 7.89481
H -0.11644 3.19953 -3.41893
H -3.60371 -4.03226 -1.36684
H 0.17962 3.26613 3.12013
H -2.31443 -1.72793 -5.98885
H -3.36263 0.26994 0.90279
H 0.34497 2.55404 0.86938
H -1.67112 3.71939 4.27421
H -1.22098 0.83840 -0.05705
H -2.67508 -3.49281 -7.68691
H 0.82249 -5.57648 -6.29263
H 0.71866 -2.30402 5.83322
H -3.36123 1.70449 1.93633
H -2.62623 -2.97404 -3.40269
H -2.32717 -0.04017 -4.35540
H 1.14492 -3.85563 -4.52787
H -3.40614 1.92245 4.83594
H -2.17501 -1.17758 8.40528
H -0.65558 1.97967 -5.14760
H -0.62591 -1.63858 4.86435
H -2.36594 -0.43302 4.69158
H 2.76656 3.14814 6.02910
H 3.24993 2.78198 -5.09272
H -0.68609 -3.79292 6.77792
H 4.33799 3.09038 -7.28412
H 2.84495 5.26573 -1.06483
H 2.34958 -0.43151 -8.77625
H 4.42331 3.36079 -1.37394
H -1.05214 -5.36944 -7.91342
H 1.77516 2.44946 3.85855
H 1.05174 -0.35998 7.85563
H 0.63241 -1.41648 -1.01647
H 2.45941 -0.76995 2.40192
H -1.90742 -0.96998 2.34732
H 1.21118 -1.90997 3.03969
H 1.34583 -0.81881 -6.54747
H 1.31921 -1.59352 1.24644
H -0.25594 -3.12105 8.38922
H 3.90541 1.48178 -9.14361
H -2.12144 2.35378 -0.02330
H -0.63670 -2.08721 1.06328
H 3.70288 1.33650 -2.64175
H -2.38205 -0.27828 6.86230
H 0.58732 5.19286 -2.12247
H 2.24864 1.79980 8.08176
H -2.49849 -3.68920 0.86253
H -1.01970 0.11903 7.94355